(1)
DFT (ωB97M-V/def2-TZVPD) results for a cluster of 2 separate species, C20H39N6 in total at a distorted geometry.

- HOMO-LUMO gap (eV) = 9.3
- total charge = +1
- DFT total energy (eV) = -30306.6423

```
65
Properties=species:S:1:pos:R:3:lowdin_charge:R:1
N 6.03 -0.57 5.22 0.15
C 6.02 -0.97 4.14 -0.21
C 5.79 -1.61 2.81 -0.13
C 4.26 -1.91 2.61 -0.28
C 3.90 -1.44 1.24 -0.19
N 3.49 -1.21 0.19 0.17
C 3.96 -3.41 2.81 -0.16
C 2.46 -3.69 3.10 -0.18
C 1.75 -4.05 1.77 -0.18
C 0.20 -4.08 1.84 -0.19
N -0.43 -2.81 1.44 0.02
C -0.16 -1.73 2.29 -0.55
N 0.42 -0.68 1.87 0.14
N -0.62 -1.94 3.66 0.09
H 6.36 -2.53 2.71 0.12
H 6.15 -0.90 2.06 0.12
H 3.70 -1.35 3.36 0.14
H 4.25 -3.99 1.92 0.13
H 4.58 -3.79 3.63 0.12
H 2.00 -2.84 3.61 0.09
H 2.40 -4.54 3.79 0.12
H 2.13 -3.40 0.98 0.09
H 2.07 -5.08 1.53 0.12
H -0.13 -4.83 1.11 0.11
H -0.19 -4.36 2.82 0.11
H -0.14 -2.51 0.52 0.11
H 0.48 -0.03 2.66 0.05
H 0.21 -1.86 4.24 0.07
H -1.22 -1.17 3.94 0.08
C -2.49 -0.75 -0.67 -0.10
C -3.61 0.10 -1.26 -0.25
C -3.36 0.56 -2.69 -0.17
C -2.16 1.46 -3.01 -0.09
N -1.99 2.75 -2.24 -0.18
C -1.10 3.70 -3.03 -0.09
C -2.02 4.36 -4.03 -0.14
C -3.32 4.57 -3.25 -0.13
C -3.31 3.52 -2.14 -0.07
C -1.40 2.55 -0.85 -0.11
C 0.09 2.25 -0.75 -0.21
C 0.71 1.08 -1.51 -0.10
H -1.62 -0.16 -0.39 0.03
H -2.83 -1.26 0.23 0.08
H -2.17 -1.52 -1.38 0.09
H -3.84 0.94 -0.60 0.10
H -4.53 -0.50 -1.27 0.12
H -4.27 1.01 -3.08 0.11
H -3.22 -0.33 -3.31 0.13
H -2.25 1.75 -4.06 0.13
H -1.23 0.91 -2.92 0.11
H -0.70 4.43 -2.32 0.14
H -0.29 3.13 -3.48 0.14
H -2.18 3.72 -4.90 0.11
H -1.60 5.30 -4.40 0.13
H -4.19 4.47 -3.90 0.12
H -3.36 5.56 -2.82 0.12
H -4.15 2.83 -2.21 0.12
H -3.35 3.99 -1.16 0.13
H -2.00 1.79 -0.35 0.10
H -1.58 3.48 -0.32 0.13
H 0.27 2.08 0.32 0.11
H 0.66 3.16 -0.99 0.11
H 0.14 0.16 -1.40 0.06
H 1.71 0.88 -1.13 0.07
H 0.82 1.31 -2.58 0.07
```

---

(2)
DFT (ωB97M-V/def2-TZVPD) results for the ion C8H13N4 with charge +1 at a distorted geometry.

- HOMO-LUMO gap (eV) = 8.2
- total charge = +1
- DFT total energy (eV) = -14456.8991
- SMILES string = C=N/[NH+]=c1/c(C)cc(C)nn1C

```
25
Properties=species:S:1:pos:R:3:lowdin_charge:R:1
C -1.79 0.86 0.45 0.11
C -0.45 1.09 0.20 -0.19
C -2.24 -0.47 0.12 -0.30
C 0.36 0.05 -0.19 0.00
C 3.99 -0.44 0.38 0.00
C 0.11 2.35 0.68 -0.04
C -3.72 -0.77 0.14 -0.03
C 0.73 -2.35 -0.54 -0.01
N -1.42 -1.43 -0.12 0.16
N 2.78 -0.58 0.11 -0.13
N -0.13 -1.22 -0.27 -0.10
N 1.96 0.36 -0.29 0.05
H -2.56 1.49 0.81 0.13
H 4.40 -1.38 0.74 0.09
H 4.43 0.55 0.33 0.08
H -0.57 2.92 1.25 0.08
H 0.30 3.10 -0.08 0.10
H 1.03 2.24 1.31 0.12
H -4.06 -0.84 1.21 0.10
H -3.95 -1.74 -0.38 0.09
H -4.35 0.10 -0.43 0.15
H 1.56 -2.01 -1.33 0.13
H 1.36 -2.54 0.37 0.10
H 0.00 -3.21 -0.94 0.15
H 2.15 1.29 -0.58 0.12
```